{"formula": "C4H8N2O", "method": "ωB97M-V/def2-TZVPD", "energy_ev": -9298.864, "spin_multiplicity": 1, "e_lumo_ha": 0.03038, "de_lowest_kj_mol": 726.4, "homo_lumo_gap_ha": 0.367, "total_charge": 0, "elements": ["O", "N", "N", "C", "C", "C", "C", "H", "H", "H", "H", "H", "H", "H", "H"], "xyz": [[1.313, 0.020, 0.924], [-0.220, -1.824, 0.784], [0.618, -1.240, 0.304], [-2.151, -1.212, -0.903], [-1.994, -0.183, -0.297], [2.270, 0.568, 0.022], [-1.553, 1.058, 0.312], [-2.314, 1.865, 0.111], [-1.334, 0.918, 1.454], [3.238, 0.125, 0.093], [1.891, 0.347, -0.950], [-0.607, 1.456, -0.125], [1.259, -1.666, -0.494], [-2.733, -1.809, -1.543], [2.316, 1.576, 0.308]]}

{"formula": "C25H28N2O4S2", "method": "ωB97M-V/def2-TZVPD", "energy_ev": -59220.118, "spin_multiplicity": 1, "e_lumo_ha": 0.01881, "de_lowest_kj_mol": 27.5, "homo_lumo_gap_ha": 0.322, "smiles": "COc1ccccc1N(CC(=O)NCCSCc1ccc(C)cc1)S(=O)(=O)c1ccccc1", "total_charge": 0, "elements": ["S", "S", "O", "O", "O", "O", "N", "N", "C", "C", "C", "C", "C", "C", "C", "C", "C", "C", "C", "C", "C", "C", "C", "C", "C", "C", "C", "C", "C", "C", "C", "C", "C", "H", "H", "H", "H", "H", "H", "H", "H", "H", "H", "H", "H", "H", "H", "H", "H", "H", "H", "H", "H", "H", "H", "H", "H", "H", "H", "H", "H"], "xyz": [[1.869, 0.072, 0.735], [-1.017, 4.259, -1.850], [2.972, -0.788, 0.431], [1.517, 1.081, -0.224], [-0.985, 1.757, 2.831], [1.154, -1.663, -1.358], [0.489, -0.886, 1.042], [-1.291, 1.236, 0.650], [2.207, 0.858, 2.307], [2.241, 2.767, 3.732], [1.904, -1.882, -2.531], [2.738, 1.978, 4.757], [0.538, -3.214, 1.849], [-1.779, -0.521, -2.307], [1.972, 2.204, 2.495], [-4.005, -1.648, -2.633], [1.395, -3.991, -0.674], [-1.751, 2.543, 0.241], [-2.727, 1.825, -3.411], [-0.525, 2.961, -3.053], [1.108, -2.656, -0.431], [-3.094, -0.464, -2.745], [-3.556, 0.727, -3.300], [-0.888, 0.980, 1.902], [2.716, 0.062, 3.317], [0.695, -2.263, 0.855], [-0.942, 0.578, -2.416], [-0.378, -0.450, 2.111], [-1.408, 1.763, -2.970], [1.236, -4.932, 0.332], [2.982, 0.629, 4.551], [-0.608, 3.418, -0.293], [0.796, -4.550, 1.584], [2.055, 3.817, 3.895], [-1.026, 0.594, -0.086], [0.224, -2.914, 2.837], [0.097, -0.488, 3.102], [-4.577, 0.789, -3.647], [3.376, 0.020, 5.351], [0.668, -5.284, 2.365], [-3.100, 2.747, -3.832], [1.457, -5.968, 0.127], [-1.253, -1.108, 2.123], [2.940, 2.418, 5.722], [-3.514, -2.469, -2.116], [1.959, -0.916, -3.030], [-2.212, 3.009, 1.114], [0.077, 0.510, -2.064], [0.515, 2.711, -2.844], [0.275, 2.806, -0.479], [1.411, -2.603, -3.192], [-4.911, -1.383, -2.088], [2.914, -2.223, -2.290], [2.904, -0.982, 3.116], [-4.304, -1.991, -3.623], [1.732, -4.307, -1.648], [-0.602, 3.453, -4.023], [-2.512, 2.406, -0.532], [1.585, 2.791, 1.678], [-0.356, 4.209, 0.412], [-1.396, -1.433, -1.872]]}

{"formula": "C7H11N3", "method": "ωB97M-V/def2-TZVPD", "energy_ev": -11902.827, "spin_multiplicity": 1, "e_lumo_ha": [0.03252, 0.03241], "de_lowest_kj_mol": 372.6, "homo_lumo_gap_ha": [0.280, 0.279], "total_charge": 0, "elements": ["N", "N", "N", "C", "C", "C", "C", "C", "C", "C", "H", "H", "H", "H", "H", "H", "H", "H", "H", "H", "H"], "xyz": [[1.589, 1.332, -0.308], [2.444, 0.332, -0.319], [1.668, 2.104, 0.859], [-1.348, 0.006, 1.397], [-1.724, -0.819, -1.211], [-1.632, 0.950, 0.427], [-1.389, -1.319, 1.062], [2.435, -0.676, -1.231], [-1.729, 0.482, -0.888], [-1.719, -1.783, -0.191], [1.870, 1.377, 1.589], [3.203, 0.115, 0.362], [-1.089, -1.979, 1.867], [-1.939, -2.898, -0.315], [-1.889, -1.145, -2.220], [3.172, -1.346, -1.102], [-1.181, 0.262, 2.417], [-1.634, 1.056, -1.770], [1.673, -0.584, -1.945], [-1.537, 2.100, 0.691], [0.756, 2.434, 0.826]]}

{"formula": "C5H8N2O2P", "method": "ωB97M-V/def2-TZVPD", "energy_ev": -21665.407, "spin_multiplicity": 1, "e_lumo_ha": -0.21310, "de_lowest_kj_mol": 329.6, "homo_lumo_gap_ha": 0.288, "smiles": "Cc1ccn[n+](P(O)O)c1", "total_charge": 1, "elements": ["P", "O", "O", "N", "N", "C", "C", "C", "C", "C", "H", "H", "H", "H", "H", "H", "H", "H"], "xyz": [[-2.741, -0.872, 0.213], [-3.305, -1.374, -1.386], [-3.880, 0.377, 0.761], [-1.212, 1.303, -0.456], [-1.176, 0.028, 0.003], [3.050, -0.829, 0.528], [1.625, 1.541, -0.387], [0.077, 1.991, -0.655], [1.653, -0.037, 0.182], [0.134, -0.625, 0.285], [-3.610, 0.525, 1.735], [-0.026, 3.098, -1.100], [-3.383, -2.382, -1.430], [3.891, -0.374, -0.172], [0.062, -1.761, 0.647], [3.344, -0.834, 1.662], [2.906, -1.951, 0.148], [2.592, 2.177, -0.579]]}

{"formula": "C37H40BiBrF4N2OPS5", "method": "ωB97M-V/def2-TZVPD", "energy_ev": -194239.197, "spin_multiplicity": 1, "e_lumo_ha": -0.34107, "homo_lumo_gap_ha": 0.256, "total_charge": 3, "elements": ["Bi", "Br", "S", "S", "S", "S", "S", "P", "F", "F", "F", "F", "O", "N", "N", "C", "C", "C", "C", "C", "C", "C", "C", "C", "C", "C", "C", "C", "C", "C", "C", "C", "C", "C", "C", "C", "C", "C", "C", "C", "C", "C", "C", "C", "C", "C", "C", "C", "C", "C", "C", "C", "H", "H", "H", "H", "H", "H", "H", "H", "H", "H", "H", "H", "H", "H", "H", "H", "H", "H", "H", "H", "H", "H", "H", "H", "H", "H", "H", "H", "H", "H", "H", "H", "H", "H", "H", "H", "H", "H", "H", "H"], "xyz": [[0.809, -0.171, -0.055], [-0.120, 1.744, -3.602], [2.586, -3.706, 1.175], [2.506, 0.706, -2.071], [3.809, -1.168, 0.035], [2.089, 3.164, 3.173], [0.846, -2.493, -1.890], [-1.812, 0.382, -0.928], [-1.874, 3.600, -5.050], [-4.495, 4.163, -4.699], [-5.885, 2.894, -2.736], [-4.696, 1.165, -1.153], [-0.564, -0.705, 2.124], [1.580, 1.762, 1.053], [2.741, 0.608, 2.757], [0.520, 3.491, -0.394], [-2.673, 0.787, 0.621], [4.256, 1.022, -1.584], [-2.548, 3.031, -4.067], [-0.810, 0.283, 3.166], [-3.896, 3.322, -3.899], [-3.261, 2.506, 2.204], [0.772, 5.247, 1.791], [2.144, -3.760, -1.602], [-3.203, -3.813, -2.120], [2.163, 1.701, 2.248], [-3.293, -2.782, -3.044], [2.757, -0.787, -3.125], [-0.531, -1.809, 4.240], [-2.646, -3.581, -0.868], [1.238, 3.943, 1.859], [0.185, 5.666, 0.607], [-2.322, -1.268, -1.453], [-2.577, 1.531, -2.152], [1.950, -4.541, -0.313], [-4.305, 0.343, 2.326], [-4.158, 1.637, 2.810], [1.087, 3.054, 0.795], [-0.264, -0.317, 4.450], [-0.284, -1.991, 2.749], [1.539, -1.661, -3.360], [4.978, -2.290, 0.899], [-2.194, -2.317, -0.537], [-3.570, -0.087, 1.233], [-4.598, 2.681, -2.891], [-1.910, 2.146, -3.216], [-3.946, 1.795, -2.045], [-2.859, -1.505, -2.717], [4.396, -3.710, 0.887], [0.080, 4.802, -0.480], [-2.517, 2.084, 1.114], [4.825, 0.294, -0.371], [0.712, -1.100, -3.793], [-2.954, -0.705, -3.440], [2.068, -4.436, -2.455], [4.571, -4.200, -0.068], [5.836, -0.048, -0.585], [0.457, 2.812, -1.238], [0.804, -0.124, 4.555], [-1.768, -2.124, 0.442], [5.918, -2.248, 0.351], [-0.176, 6.681, 0.523], [-3.737, -1.081, 0.844], [0.125, -2.446, 4.829], [-2.582, -4.384, -0.145], [-1.888, 0.438, 3.235], [-1.838, 2.772, 0.630], [4.804, 0.786, -2.495], [-3.719, -2.965, -4.021], [-4.753, 1.972, 3.648], [4.296, 2.101, -1.442], [1.810, -2.451, -4.063], [-3.150, 3.518, 2.570], [0.753, -2.261, 2.550], [-5.016, -0.331, 2.786], [3.083, -0.387, -4.087], [0.870, 5.919, 2.633], [0.896, -4.726, -0.101], [2.448, -5.506, -0.391], [-1.564, -2.050, 4.490], [5.138, -1.929, 1.912], [2.914, -0.208, 2.180], [3.193, 0.661, 3.656], [3.573, -1.352, -2.681], [-0.779, 0.078, 5.323], [-3.573, -4.797, -2.374], [4.848, -4.307, 1.675], [-0.344, 5.166, -1.407], [4.852, 0.946, 0.500], [-0.341, 1.223, 2.876], [-0.936, -2.744, 2.302], [3.106, -3.254, -1.619]]}

{"formula": "C24H25N3O2", "method": "ωB97M-V/def2-TZVPD", "energy_ev": -33857.582, "spin_multiplicity": 1, "e_lumo_ha": 0.01470, "de_lowest_kj_mol": 303.5, "homo_lumo_gap_ha": 0.292, "total_charge": 0, "elements": ["O", "O", "N", "N", "N", "C", "C", "C", "C", "C", "C", "C", "C", "C", "C", "C", "C", "C", "C", "C", "C", "C", "C", "C", "C", "C", "C", "C", "C", "H", "H", "H", "H", "H", "H", "H", "H", "H", "H", "H", "H", "H", "H", "H", "H", "H", "H", "H", "H", "H", "H", "H", "H", "H"], "xyz": [[-0.007, -3.962, 3.080], [-3.876, -1.652, 4.647], [-2.163, 1.348, -0.020], [-1.812, -0.052, 1.842], [-0.927, 2.184, 1.764], [-1.227, -1.004, 3.377], [-2.042, -4.639, 4.157], [-1.078, -3.649, 3.607], [-3.691, -0.520, 0.374], [-1.879, 2.541, -0.821], [-3.286, 0.594, -0.550], [3.030, -0.462, 3.144], [-3.177, -3.973, 4.622], [2.356, -1.171, 2.143], [-0.502, 3.059, -0.465], [-3.024, -2.506, 4.394], [0.960, -0.274, 4.399], [-1.721, -2.313, 3.759], [-4.176, -6.077, 5.231], [-1.963, -6.033, 4.197], [-1.628, 1.145, 1.213], [2.345, -0.065, 4.297], [-2.513, -1.069, 1.138], [-0.640, 2.270, 3.173], [-4.257, -4.681, 5.154], [-3.025, -6.757, 4.745], [0.265, -0.869, 3.336], [0.978, -1.411, 2.263], [-0.494, 3.358, 1.014], [0.276, 2.323, -0.725], [-1.169, 4.202, 1.244], [0.456, -2.001, 1.513], [-1.361, 1.703, 3.763], [-1.810, -1.629, 0.497], [-1.928, 2.280, -1.895], [-2.890, -1.765, 1.891], [-4.164, -1.330, -0.187], [-1.069, -6.519, 3.815], [-3.010, 0.210, -1.544], [2.870, -1.515, 1.242], [2.871, 0.451, 5.103], [-1.754, -0.269, 3.985], [4.095, -0.239, 3.033], [0.376, 1.914, 3.395], [-4.431, -0.154, 1.099], [-4.134, 1.278, -0.691], [-5.128, -4.122, 5.515], [-5.006, -6.648, 5.663], [-0.680, 3.316, 3.499], [-2.983, -7.847, 4.800], [0.520, 3.631, 1.337], [0.408, 0.070, 5.284], [-0.298, 3.974, -1.036], [-2.659, 3.316, -0.629]]}

{"formula": "C8H8I2N2", "method": "ωB97M-V/def2-TZVPD", "energy_ev": -27604.284, "spin_multiplicity": 1, "e_lumo_ha": -0.01190, "de_lowest_kj_mol": 135.5, "homo_lumo_gap_ha": 0.304, "total_charge": 0, "elements": ["I", "I", "N", "N", "C", "C", "C", "C", "C", "C", "C", "C", "H", "H", "H", "H", "H", "H", "H", "H"], "xyz": [[-3.868, -1.619, 0.380], [-3.250, 2.167, -0.028], [2.413, -1.022, -1.543], [2.039, 0.207, -1.205], [1.472, -1.824, -1.093], [0.237, 1.413, 0.002], [-1.945, -0.649, 0.121], [0.464, -1.104, -0.426], [0.388, 1.764, 1.445], [-1.876, 0.639, -0.004], [0.869, 0.217, -0.509], [-0.813, -1.637, 0.128], [-0.366, 2.483, 1.756], [-1.104, -2.508, -0.469], [0.169, 2.253, -0.681], [0.324, 0.881, 2.075], [-0.669, -1.996, 1.156], [1.369, 2.218, 1.599], [1.541, -2.882, -1.246], [2.608, 0.998, -1.458]]}

{"formula": "C38H89AsF6N10O4", "method": "ωB97M-V/def2-TZVPD", "energy_ev": -141021.594, "spin_multiplicity": 1, "e_lumo_ha": -0.45547, "de_lowest_kj_mol": 304.9, "homo_lumo_gap_ha": 0.323, "total_charge": 6, "elements": ["As", "F", "F", "F", "F", "F", "F", "O", "O", "O", "O", "N", "N", "N", "N", "N", "N", "N", "N", "N", "N", "C", "C", "C", "C", "C", "C", "C", "C", "C", "C", "C", "C", "C", "C", "C", "C", "C", "C", "C", "C", "C", "C", "C", "C", "C", "C", "C", "C", "C", "C", "C", "C", "C", "C", "C", "C", "C", "C", "H", "H", "H", "H", "H", "H", "H", "H", "H", "H", "H", "H", "H", "H", "H", "H", "H", "H", "H", "H", "H", "H", "H", "H", "H", "H", "H", "H", "H", "H", "H", "H", "H", "H", "H", "H", "H", "H", "H", "H", "H", "H", "H", "H", "H", "H", "H", "H", "H", "H", "H", "H", "H", "H", "H", "H", "H", "H", "H", "H", "H", "H", "H", "H", "H", "H", "H", "H", "H", "H", "H", "H", "H", "H", "H", "H", "H", "H", "H", "H", "H", "H", "H", "H", "H", "H", "H", "H", "H"], "xyz": [[17.146, -16.626, -2.237], [17.478, -17.131, -0.525], [18.525, -17.657, -2.767], [18.220, -15.231, -2.099], [15.709, -15.603, -1.678], [16.120, -18.135, -2.357], [16.958, -16.414, -3.984], [18.367, -12.293, 2.618], [16.863, -23.584, -3.192], [12.259, -17.996, -8.231], [17.278, -8.088, -3.287], [14.414, -21.223, 0.789], [15.720, -13.941, 1.698], [21.571, -16.669, 0.786], [13.445, -17.940, -5.299], [20.652, -19.025, -7.129], [21.025, -16.832, -6.842], [15.478, -19.393, 1.647], [21.911, -14.687, 1.744], [19.637, -22.166, -1.896], [17.460, -11.354, -3.443], [21.250, -14.527, 0.507], [16.042, -18.546, 2.594], [17.441, -12.021, -2.025], [18.434, -10.129, -3.471], [20.702, -20.389, -7.553], [15.993, -12.486, 1.768], [22.049, -16.057, 1.926], [16.864, -14.809, 1.206], [15.280, -14.404, 3.101], [16.104, -10.866, -3.819], [21.526, -18.127, 0.538], [14.498, -20.261, -0.177], [12.922, -16.834, -6.261], [13.134, -17.034, -7.754], [21.397, -17.970, -7.583], [12.568, -19.218, -5.545], [23.295, -12.595, 1.799], [17.021, -11.912, 2.754], [20.540, -14.637, -7.755], [20.725, -21.708, -2.896], [18.226, -23.607, -3.589], [15.150, -19.115, 0.333], [14.087, -22.663, 0.521], [22.418, -13.672, 2.588], [15.024, -20.668, 1.934], [19.782, -18.615, -6.126], [18.082, -8.948, -2.538], [17.909, -12.414, -4.465], [18.978, -23.622, -2.244], [18.463, -21.192, -1.815], [14.559, -14.069, 0.812], [21.141, -15.715, -0.081], [14.964, -18.225, -5.635], [20.048, -17.279, -5.943], [20.347, -22.252, -0.522], [21.551, -15.512, -7.031], [15.168, -23.276, -0.297], [13.206, -17.480, -3.857], [15.017, -12.073, 2.026], [20.991, -23.126, -0.616], [13.646, -13.622, 1.204], [13.030, -19.907, -4.838], [18.701, -9.838, -4.488], [17.342, -7.259, -2.807], [19.762, -16.573, -5.177], [12.154, -17.198, -3.807], [14.785, -13.757, -0.208], [12.710, -19.513, -6.585], [14.183, -17.185, -8.008], [20.404, -21.720, -3.937], [15.094, -15.447, 2.847], [17.137, -14.484, 0.203], [21.667, -20.724, -7.935], [12.892, -16.089, -8.240], [19.116, -19.288, -5.607], [22.082, -18.679, 1.296], [16.848, -12.923, -2.176], [20.998, -20.685, -2.638], [18.363, -23.651, -1.345], [17.893, -21.569, -0.966], [14.397, -14.030, 3.619], [17.700, -14.539, 1.851], [16.136, -14.281, 3.765], [13.119, -22.675, 0.019], [15.493, -18.187, -0.100], [16.966, -18.326, 2.059], [15.594, -10.189, -3.134], [21.576, -13.274, 3.155], [14.860, -24.251, -0.674], [19.305, -10.679, -3.117], [16.558, -15.854, 1.154], [20.590, -21.018, -6.670], [17.545, -9.218, -1.629], [19.793, -24.339, -2.137], [16.235, -10.291, -4.735], [15.406, -18.620, -4.720], [16.717, -12.068, 3.789], [20.707, -16.092, -0.995], [18.413, -12.369, -1.676], [17.309, -13.324, -4.435], [13.503, -15.992, -5.885], [18.491, -24.509, -4.140], [18.517, -22.743, -4.187], [22.391, -15.682, -7.704], [21.533, -22.436, -2.825], [23.641, -11.691, 2.300], [20.199, -14.994, -8.727], [12.535, -18.263, -9.111], [20.942, -21.342, -0.439], [16.555, -23.328, -4.064], [20.868, -13.555, 0.229], [14.925, -18.982, -6.418], [18.923, -12.744, -4.239], [19.871, -20.584, -8.232], [22.872, -12.203, 0.875], [15.527, -11.759, -4.060], [13.522, -18.308, -3.223], [16.018, -23.531, 0.336], [21.975, -17.989, -8.495], [19.652, -14.594, -7.126], [15.385, -17.283, -5.985], [21.910, -18.310, -0.465], [11.550, -18.956, -5.255], [17.962, -21.159, -2.783], [13.999, -20.515, -1.100], [18.751, -11.964, 3.434], [13.991, -23.149, 1.492], [17.824, -12.143, -5.517], [23.044, -14.106, 3.368], [17.085, -10.826, 2.814], [15.403, -17.665, 2.648], [19.015, -8.445, -2.281], [20.579, -18.615, 0.770], [24.218, -13.088, 1.493], [18.955, -20.260, -1.537], [20.850, -13.597, -7.858], [15.313, -22.721, -1.224], [11.903, -16.546, -6.002], [17.145, -11.212, -1.357], [16.081, -12.032, 0.781], [21.957, -15.165, -6.081], [19.573, -22.277, 0.244], [14.349, -15.134, 0.710], [15.297, -21.211, 2.827], [13.763, -16.574, -3.618], [16.274, -19.028, 3.543], [22.476, -16.591, 2.761]]}